# C2H4OS2

A structure of composition C2H4OS2 (ωB97M-V/def2-TZVPD, the OMol25 dataset).

The energy relative to the best compared isomer or geometry (same formula, charge and spin) is 57.2 kcal per mole. The orbital gap is 0.3242 Ha. For the HOMO energy, the calculation gives -8.88 eV. As for the charge: 0. Its maximum force is 2.65 eV/Å.

Each line ends with the Mulliken charge.
Element x y z (Å)
C (1.530, -0.270, -0.310)  -0.163
C (-1.098, -0.772, 0.210)  -0.823
O (3.945, 1.070, -0.164)  -0.451
S (3.169, -0.414, 0.041)  0.177
S (0.636, -1.595, 0.180)  0.006
H (3.361, 1.788, 0.143)  0.341
H (-1.341, -0.325, -0.763)  0.304
H (-1.371, -0.082, 0.975)  0.316
H (-1.678, -1.670, 0.295)  0.294


# C3H5N3OS

A structure of composition C3H5N3OS (ωB97M-V/def2-TZVPD, the OMol25 dataset).

The energy relative to the best compared isomer or geometry (same formula, charge and spin) is 134.9 kcal per mole. The orbital gap is 0.3260 Ha. For the HOMO energy, the calculation gives -8.61 eV. As for the charge: 0. Its maximum force is 5.66 eV/Å.

Each line ends with the Mulliken charge.
Element x y z (Å)
C (0.494, 0.875, -1.032)  0.443
C (0.176, 1.221, 0.359)  -0.481
C (-0.646, 0.158, 0.788)  0.372
H (-0.558, -3.033, -0.991)  0.337
H (0.650, -2.380, 0.558)  0.274
H (1.805, 1.168, -2.249)  0.330
H (0.383, 2.313, 0.711)  0.259
H (-1.107, 1.143, 2.814)  0.146
N (-0.577, -2.141, 0.088)  -0.771
N (-0.645, -0.718, -0.297)  0.679
N (0.117, -0.331, -1.309)  -0.878
O (1.327, 1.755, -1.726)  -0.467
S (-1.418, -0.028, 2.286)  -0.242


# C5H22O8

A cluster of 8 separate species, C5H22O8 in total (ωB97M-V/def2-TZVPD, the OMol25 dataset).

Its SMILES is C=C/C=C(/C)O.O.O.O.O.O.O.O. The energy relative to the best compared isomer or geometry (same formula, charge and spin) is 45.4 kcal per mole. The orbital gap is 0.3352 Ha. For the HOMO energy, the calculation gives -8.96 eV. As for the charge: 0. Its maximum force is 3.55 eV/Å.

Each line ends with the Mulliken charge.
Element x y z (Å)
C (-1.863, -1.294, -2.190)  -0.939
C (-0.945, -0.914, -1.301)  0.466
C (0.357, -1.417, -0.982)  -0.898
C (1.111, -1.067, 0.067)  0.857
C (2.225, -1.857, 0.799)  -1.741
O (0.862, 0.131, 0.620)  -0.309
H (-2.866, -0.920, -2.222)  0.302
H (-1.737, -2.233, -2.809)  0.232
H (-1.080, 0.005, -0.680)  0.190
H (0.728, -2.337, -1.488)  0.152
H (2.918, -1.088, 1.196)  0.470
H (2.769, -2.529, 0.114)  0.379
H (1.727, -2.164, 1.733)  0.394
H (1.396, 0.525, 1.363)  0.394
O (-2.265, -1.503, 1.367)  -0.734
H (-2.580, -1.249, 0.457)  0.372
H (-1.587, -0.807, 1.379)  0.346
O (-1.097, 2.149, 2.271)  -0.741
H (-1.596, 2.542, 1.515)  0.459
H (-0.839, 1.269, 1.985)  0.279
O (-1.921, 2.770, -0.104)  -0.702
H (-2.514, 2.437, -0.776)  0.269
H (-0.984, 2.720, -0.351)  0.417
O (1.856, 2.239, 1.383)  -0.755
H (1.033, 2.636, 1.755)  0.390
H (1.638, 2.644, 0.512)  0.335
O (-0.551, -3.728, 1.224)  -0.662
H (0.159, -3.894, 0.595)  0.309
H (-0.989, -2.915, 0.917)  0.416
O (0.700, 2.573, -1.205)  -0.816
H (0.599, 2.742, -2.150)  0.284
H (0.871, 1.591, -1.191)  0.567
O (1.697, 0.444, -2.523)  -0.735
H (0.853, -0.087, -2.505)  0.418
H (2.322, -0.117, -2.053)  0.334


# C4H12N3

A cluster of 2 separate species, C4H12N3 in total (ωB97M-V/def2-TZVPD, the OMol25 dataset).

The energy relative to the best compared isomer or geometry (same formula, charge and spin) is 67.2 kcal per mole. The orbital gap is 0.2433 Ha. For the HOMO energy, the calculation gives -11.55 eV. As for the charge: +1. Its maximum force is 0.68 eV/Å.

Each line ends with the Mulliken charge.
Element x y z (Å)
C (-0.795, 0.110, -1.420)  -0.544
C (-0.094, 1.235, -1.446)  -0.055
N (-0.408, 2.383, -0.694)  -0.544
N (-0.445, -0.992, -2.281)  -0.556
H (-1.668, 0.016, -0.779)  0.373
H (0.801, 1.297, -2.055)  0.402
H (-1.381, 2.643, -0.800)  0.236
H (0.144, 3.176, -0.989)  0.259
H (-1.274, -1.541, -2.478)  0.295
H (0.181, -1.638, -1.811)  0.179
C (-0.368, -1.192, 2.110)  -0.669
C (1.540, 0.036, 1.235)  -0.171
N (0.879, -1.039, 1.348)  0.020
H (-0.244, -1.996, 2.829)  0.320
H (-1.160, -1.411, 1.400)  0.296
H (-0.572, -0.256, 2.620)  0.276
H (1.265, 0.902, 1.829)  0.249
H (2.441, 0.075, 0.639)  0.324
H (1.158, -1.808, 0.744)  0.310


# C6H10O

The molecule C6H10O (ωB97M-V/def2-TZVPD, the OMol25 dataset).

The energy relative to the best compared isomer or geometry (same formula, charge and spin) is 69.1 kcal per mole. The orbital gap is 0.3318 Ha. For the HOMO energy, the calculation gives -8.49 eV. As for the charge: 0. Its maximum force is 0.46 eV/Å.

Each line ends with the Mulliken charge.
Element x y z (Å)
C (-0.676, -0.787, 1.942)  -1.410
C (-0.169, 0.087, 0.810)  0.850
C (1.250, 0.466, 0.731)  -0.941
C (1.438, 0.791, -0.721)  -0.380
C (0.084, 0.790, -1.462)  -0.691
C (-0.778, -0.135, -0.596)  -0.198
O (-0.709, -1.500, -0.980)  -0.544
H (-0.506, -1.839, 1.701)  0.293
H (-1.751, -0.656, 2.093)  0.347
H (-0.151, -0.553, 2.871)  0.422
H (-0.333, 1.167, 1.097)  0.167
H (2.058, -0.074, -1.027)  0.256
H (2.076, 1.661, -0.903)  0.423
H (-0.339, 1.802, -1.461)  0.322
H (0.134, 0.450, -2.502)  0.305
H (-1.844, 0.109, -0.641)  0.409
H (0.216, -1.779, -0.951)  0.369


# C33H24Br2CeN6O6

A structure of composition C33H24Br2CeN6O6 (ωB97M-V/def2-TZVPD, the OMol25 dataset).

The energy relative to the best compared isomer or geometry (same formula, charge and spin) is 11.1 kcal per mole. The orbital gap is 0.1923 Ha. For the HOMO energy, the calculation gives -13.17 eV. As for the charge: +2. Its maximum force is 4.10 eV/Å.

Each line ends with the Mulliken charge.
Element x y z (Å)
Ce (-0.390, 0.441, 0.320)  0.353
C (1.877, 2.126, 2.423)  -1.023
O (1.795, 1.283, 1.274)  0.349
C (2.855, 1.405, 0.370)  0.604
C (4.115, 1.850, 0.740)  -0.816
C (5.129, 1.951, -0.201)  -0.729
C (4.893, 1.593, -1.518)  -1.020
C (3.645, 1.139, -1.896)  -0.666
C (2.599, 1.045, -0.971)  0.412
N (1.306, 0.608, -1.323)  1.172
N (1.173, 0.483, -2.608)  -0.743
C (0.103, 0.035, -3.251)  0.896
C (-1.156, -0.394, -2.675)  0.248
O (-1.430, -0.300, -1.422)  -0.074
C (-2.106, -1.002, -3.556)  -1.054
C (-1.867, -1.162, -4.882)  -0.795
C (-0.671, -0.697, -5.491)  0.829
C (-0.434, -0.842, -6.868)  -0.971
C (0.731, -0.384, -7.432)  -0.612
C (1.683, 0.254, -6.634)  -0.848
C (1.468, 0.414, -5.286)  -0.388
C (0.302, -0.072, -4.683)  0.709
H (2.476, 1.650, 3.208)  0.297
H (0.855, 2.279, 2.777)  0.180
H (2.302, 3.099, 2.170)  0.602
H (4.321, 2.118, 1.764)  0.520
H (6.102, 2.305, 0.105)  0.462
H (5.683, 1.667, -2.249)  0.439
H (3.455, 0.848, -2.917)  0.435
H (-3.028, -1.341, -3.105)  0.505
H (-2.603, -1.649, -5.506)  0.449
H (-1.186, -1.321, -7.477)  0.441
H (0.913, -0.508, -8.488)  0.426
H (2.592, 0.628, -7.078)  0.437
H (2.189, 0.924, -4.669)  0.424
C (-3.698, -1.069, 2.625)  -1.390
C (-3.421, 0.374, 2.424)  0.122
N (-2.500, 0.863, 1.606)  0.157
C (-2.599, 2.239, 1.687)  0.367
C (-3.595, 2.564, 2.581)  -0.005
N (-4.083, 1.368, 3.039)  0.031
C (-4.127, 3.835, 3.173)  0.508
O (-3.748, 4.955, 2.623)  -0.512
O (-4.856, 3.745, 4.131)  -0.570
C (-1.695, 3.151, 0.876)  0.723
O (-2.011, 4.334, 0.784)  -0.815
O (-0.671, 2.592, 0.388)  -0.218
H (-3.183, -1.638, 1.851)  0.190
H (-4.767, -1.261, 2.560)  0.493
H (-3.360, -1.402, 3.606)  0.273
H (-4.820, 1.314, 3.732)  0.257
H (-3.117, 4.850, 1.838)  0.439
Br (0.552, -6.757, 0.511)  -0.074
C (0.506, -4.869, 0.485)  -0.242
C (0.549, -4.172, -0.717)  -1.002
C (0.502, -2.789, -0.669)  0.039
N (0.400, -2.085, 0.459)  0.223
C (0.385, -2.762, 1.624)  0.886
C (0.437, -4.153, 1.673)  -0.955
C (0.287, -1.959, 2.863)  0.475
C (0.634, -2.496, 4.103)  -0.738
C (0.449, -1.734, 5.248)  -0.412
Br (0.857, -2.449, 6.950)  -0.072
C (-0.065, -0.446, 5.123)  -1.140
C (-0.354, 0.013, 3.851)  -0.325
N (-0.180, -0.702, 2.738)  0.792
H (0.610, -4.695, -1.657)  0.501
H (0.548, -2.222, -1.593)  0.400
H (0.413, -4.690, 2.607)  0.499
H (1.052, -3.484, 4.190)  0.541
H (-0.238, 0.162, 5.997)  0.541
H (-0.782, 1.004, 3.728)  0.562